1.
Below is a 10-piece molecular cluster, C5H28NO10S overall at a distorted geometry, with properties calculated with ωB97M-V with the def2-TZVPD basis set.

Summary:
Net charge: -1
HOMO, eV: -3.79
Maximum force, eV Å⁻¹: 6.3
Relative energy (zero: lowest compared OMol25 entry of this formula, charge and spin), eV: 1.912

Last column: natural (NBO) charge in e.
Geometry (Å):
C  -1.75  1.72  -0.62  -0.544
C  -1.92  2.41  -1.94  -0.531
S  -2.44  1.04  -3.06  -0.733
C  -0.24  1.81  -0.29  0.706
N  0.51  0.72  0.17  -0.665
C  0.21  -0.72  0.27  -0.235
C  1.08  -1.42  -0.79  -0.614
O  0.46  2.68  -0.71  -0.657
H  -2.31  0.77  -0.67  0.239
H  -2.35  2.07  0.33  0.223
H  -1.10  2.99  -2.41  0.214
H  -2.67  3.26  -1.76  0.184
H  1.50  0.83  0.30  0.390
H  0.42  -1.10  1.28  0.188
H  -0.82  -1.04  0.07  0.227
H  0.91  -0.83  -1.80  0.221
H  2.04  -1.37  -0.55  0.187
H  0.62  -2.43  -1.01  0.197
H  -3.06  -1.28  -1.54  0.514
H  -3.55  -0.58  -0.25  0.491
O  -3.48  -1.44  -0.66  -0.976
H  0.90  1.93  2.36  0.466
H  1.41  0.75  2.93  0.479
O  1.10  1.65  3.21  -0.957
H  3.27  -0.13  3.27  0.470
H  3.16  -0.34  1.77  0.496
O  2.85  -0.70  2.56  -0.970
H  3.21  0.35  -2.93  0.504
H  2.64  1.46  -2.04  0.497
O  3.40  0.99  -2.21  -0.959
H  0.38  1.72  -3.46  0.486
H  0.20  0.32  -3.75  0.483
O  0.84  0.94  -3.69  -0.971
H  -1.50  -3.33  -0.57  0.485
H  -2.69  -2.61  0.30  0.528
O  -1.85  -3.17  0.33  -1.010
H  -0.41  -2.83  3.13  0.470
H  -1.26  -2.86  1.87  0.508
O  -1.32  -2.74  2.87  -1.003
H  3.46  0.56  -0.52  0.511
H  4.35  1.40  0.41  0.482
O  3.76  0.67  0.43  -1.009
H  -2.17  -0.19  3.34  0.466
H  -2.75  -1.45  2.95  0.492
O  -3.03  -0.50  3.08  -0.969

***

2.
Below is a 9-piece molecular cluster, C5H28O9 overall at a distorted geometry, with properties calculated with ωB97M-V with the def2-TZVPD basis set.

Summary:
HOMO, eV: -10.49
Maximum force, eV Å⁻¹: 1.6
SMILES: CO.CO.CO.CO.CO.O.O.O.O
Relative energy (zero: lowest compared OMol25 entry of this formula, charge and spin), eV: 2.054

Last column: natural (NBO) charge in e.
Geometry (Å):
C  -0.07  -3.03  0.70  -0.256
O  -0.14  -1.88  1.51  -0.755
H  -0.99  -3.19  0.13  0.160
H  0.77  -3.05  -0.02  0.162
H  0.02  -3.84  1.41  0.191
H  -0.21  -1.10  0.93  0.502
C  3.13  -1.37  0.18  -0.271
O  4.08  -0.30  0.33  -0.757
H  3.01  -1.67  -0.87  0.202
H  3.40  -2.19  0.85  0.176
H  2.21  -0.95  0.61  0.179
H  4.66  -0.60  1.02  0.480
C  2.37  2.33  0.73  -0.270
O  3.16  2.25  -0.46  -0.761
H  1.45  2.93  0.54  0.190
H  1.97  1.34  1.11  0.174
H  2.95  2.84  1.47  0.175
H  3.65  1.44  -0.35  0.507
C  -2.02  2.92  1.38  -0.251
O  -0.93  3.78  1.55  -0.718
H  -2.89  3.38  1.85  0.160
H  -2.33  2.69  0.35  0.155
H  -1.90  1.96  1.91  0.188
H  -1.31  4.66  1.55  0.468
C  -1.60  -0.39  -1.25  -0.263
O  -0.34  -0.24  -0.67  -0.778
H  -1.68  -1.17  -2.00  0.168
H  -2.37  -0.59  -0.47  0.200
H  -1.87  0.53  -1.76  0.167
H  0.17  0.32  -1.26  0.507
O  -2.92  -1.88  1.78  -0.973
H  -3.25  -2.17  0.93  0.469
H  -1.97  -1.90  1.70  0.482
O  1.36  -1.36  -2.96  -0.949
H  0.78  -1.61  -2.22  0.470
H  1.57  -0.45  -2.82  0.480
O  1.14  1.91  -2.28  -0.999
H  0.36  2.45  -2.16  0.470
H  1.84  2.28  -1.66  0.513
O  -4.70  -1.68  -0.54  -0.959
H  -5.08  -1.35  0.29  0.484
H  -5.45  -2.03  -1.04  0.480